Record 1
{"formula": "C5H8BrOP", "method": "the ωB97M-V functional and the def2-TZVPD basis", "e_homo_ev": -9.22, "relative_energy_ev": 1.7449, "lumo_ev": -0.08, "orbital_gap_ev": 9.144, "species": ["C", "C", "C", "C", "C", "O", "P", "Br", "H", "H", "H", "H", "H", "H", "H", "H"], "positions_angstrom": [[-0.5048, 0.1101, -0.3909], [-1.5769, -0.2030, 0.5225], [0.5580, -0.9650, -0.8039], [0.9496, 0.1245, 0.0886], [1.7577, 1.2831, -0.4907], [-2.3568, -0.8224, 2.9619], [-1.3635, -1.2780, 2.0494], [-2.6866, -1.7655, -0.2070], [-0.7212, 0.9285, -1.0082], [-2.4075, 0.6469, 0.5609], [0.9776, -0.7060, -1.7920], [0.5851, -1.9592, -0.5370], [0.9768, -0.1186, 1.1307], [1.6963, 1.2316, -1.6530], [2.7437, 1.1344, -0.1703], [1.3726, 2.3586, -0.2611]], "atomic_forces_ev_per_a": [[1.848, -1.542, 0.241], [-2.552, 0.858, 0.335], [0.104, 3.545, -2.117], [-1.034, 1.465, 0.275], [-2.028, 1.026, -1.579], [-2.527, 1.057, 2.777], [2.258, -0.690, -2.549], [-0.166, -0.097, -0.118], [-0.173, 0.578, -1.441], [1.921, -1.832, 0.371], [-0.499, -0.875, 0.297], [-0.513, -1.922, 0.724], [0.723, 0.145, 0.546], [0.288, -0.041, 1.959], [1.688, 0.342, 0.176], [0.662, -2.019, 0.102]], "nbo_charge": [-0.307, -0.549, -0.391, -0.205, -0.602, -1.025, 1.323, -0.042, 0.225, 0.271, 0.219, 0.232, 0.210, 0.205, 0.218, 0.218]}

Record 2
{"formula": "C5H8Cl2O", "method": "the ωB97M-V functional and the def2-TZVPD basis", "e_homo_ev": [-7.90, -9.50], "relative_energy_ev": 0.0000, "lumo_ev": [0.67, -1.57], "multiplicity": 3, "orbital_gap_ev": [8.580, 7.930], "species": ["C", "C", "C", "C", "C", "O", "Cl", "Cl", "H", "H", "H", "H", "H", "H", "H", "H"], "positions_angstrom": [[0.0859, 0.5298, -1.1554], [-0.4363, -0.8601, -1.4465], [-0.4808, 0.1697, 1.3312], [0.0739, 0.9638, 0.2119], [2.6116, 0.2439, 0.9702], [0.4984, 1.2568, -2.0534], [2.6779, 0.8480, 2.5524], [2.5458, -1.4342, 0.7634], [-0.7381, -0.9205, -2.4893], [-1.2768, -1.1167, -0.8076], [0.3666, -1.5788, -1.2771], [-1.5736, 0.2205, 1.3443], [-0.1277, 0.5513, 2.2868], [-0.2047, -0.8816, 1.2455], [0.3100, 2.0028, 0.3881], [3.1430, 0.7962, 0.2093]], "atomic_forces_ev_per_a": [[-0.255, -0.304, 0.396], [0.078, 0.057, -0.252], [0.188, -0.099, 0.088], [-0.979, 0.349, -0.325], [0.932, -0.111, 0.178], [0.205, 0.234, -0.181], [0.019, 0.124, 0.087], [-0.016, -0.227, -0.067], [0.034, 0.020, -0.019], [-0.048, -0.088, 0.031], [-0.045, -0.094, 0.033], [-0.100, 0.012, -0.039], [-0.044, -0.044, 0.033], [-0.077, -0.003, 0.093], [0.265, 0.094, -0.045], [-0.156, 0.078, -0.011]], "nbo_charge": [0.419, -0.712, -0.706, -0.077, -0.301, -0.528, 0.051, 0.050, 0.238, 0.215, 0.233, 0.239, 0.233, 0.230, 0.200, 0.214]}

Record 3
{"formula": "C5H8Cl3O2", "method": "the ωB97M-V functional and the def2-TZVPD basis", "charge": -1, "e_homo_ev": -3.58, "lumo_ev": 2.52, "orbital_gap_ev": 6.105, "species": ["Cl", "O", "C", "O", "C", "C", "C", "H", "H", "H", "H", "H", "H", "C", "Cl", "Cl", "H", "H"], "positions_angstrom": [[19.8971, -16.4040, -0.6546], [23.6017, -12.3522, 5.2414], [24.4422, -12.9663, 4.5704], [25.5323, -12.2939, 4.1197], [26.3024, -13.0752, 3.2617], [25.8035, -14.5090, 3.4775], [24.4853, -14.4280, 4.2235], [27.3820, -13.1514, 3.3916], [26.1430, -12.7344, 2.2387], [26.4705, -15.1547, 4.0486], [25.6454, -15.1190, 2.5882], [24.4966, -14.9840, 5.1610], [23.6066, -14.8131, 3.7061], [17.0450, -13.2712, -5.4443], [16.3199, -11.8948, -4.6853], [16.3055, -13.6835, -6.9886], [18.0836, -12.9767, -5.5946], [16.9156, -14.0905, -4.7372]], "atomic_forces_ev_per_a": [[0.023, 0.015, -0.025], [2.038, -1.754, -1.724], [-2.689, 2.260, 2.271], [0.060, 0.451, 0.699], [0.122, -2.024, -1.369], [-0.369, -1.987, -0.506], [0.203, 0.342, 0.337], [0.007, 1.065, 0.738], [-0.114, -0.003, -0.060], [0.434, 0.509, 0.193], [0.168, 0.508, -0.452], [0.090, 0.115, 0.104], [0.009, 0.522, -0.245], [0.600, -0.304, 0.370], [-0.708, 0.995, 0.369], [-0.040, -0.077, -0.172], [-0.133, -0.562, -0.123], [0.299, -0.072, -0.404]], "nbo_charge": [-1.000, -0.572, 0.785, -0.480, -0.074, -0.441, -0.533, 0.188, 0.182, 0.206, 0.231, 0.241, 0.267, -0.414, -0.019, -0.037, 0.227, 0.242]}

Record 4
{"formula": "C5H8ClI", "method": "the ωB97M-V functional and the def2-TZVPD basis", "e_homo_ev": -9.46, "relative_energy_ev": 1.6479, "lumo_ev": -1.53, "orbital_gap_ev": 7.923, "smiles": "CC1(C)C[C@]1(Cl)I", "species": ["C", "C", "C", "C", "C", "Cl", "I", "H", "H", "H", "H", "H", "H", "H", "H"], "positions_angstrom": [[-0.4651, -1.4356, -0.0874], [0.0597, -0.0311, -0.1339], [0.2670, 0.5443, -1.5951], [1.0066, 0.4379, 0.9843], [-0.3959, 0.8326, 0.9997], [-0.6871, 2.5799, 0.7504], [-2.0486, -0.1041, 2.8480], [-1.5791, -1.5344, -0.4870], [-0.3120, -1.8523, 0.9365], [0.0568, -2.1364, -0.8359], [0.9937, 1.3685, -1.4093], [-0.5142, 1.1140, -2.1222], [0.5643, -0.3903, -2.1953], [1.1381, -0.3696, 1.7388], [1.9157, 0.9766, 0.6084]], "atomic_forces_ev_per_a": [[-0.944, -2.103, -1.445], [-1.657, 0.192, -0.900], [0.597, -0.390, 1.249], [0.994, -2.194, 0.271], [-0.933, 2.014, 0.213], [-0.329, -1.042, 0.180], [1.720, 0.944, -1.835], [2.059, 0.520, 1.333], [-0.600, 0.110, -0.899], [-0.238, 1.094, 1.169], [0.310, -0.983, -0.847], [-0.466, -0.798, 0.595], [0.089, 1.940, 0.584], [0.633, 0.609, -0.705], [-1.235, 0.086, 1.039]], "nbo_charge": [-0.611, -0.134, -0.615, -0.505, 0.069, -0.001, -0.058, 0.232, 0.228, 0.215, 0.219, 0.236, 0.229, 0.242, 0.251]}

Record 5
{"formula": "C5H8ClN", "method": "the ωB97M-V functional and the def2-TZVPD basis", "e_homo_ev": -8.92, "relative_energy_ev": 4.6042, "lumo_ev": 1.05, "orbital_gap_ev": 9.972, "smiles": "ClC1[C@@H]2CNC[C@@H]12", "species": ["Cl", "C", "C", "C", "N", "C", "C", "H", "H", "H", "H", "H", "H", "H", "H"], "positions_angstrom": [[1.7066, 0.7427, 1.5995], [0.1653, 0.4725, 0.9823], [-0.4886, -0.7466, 0.2940], [-0.2905, -1.5542, -1.0192], [-1.3601, -0.9359, -1.7546], [-1.4618, 0.5681, -1.2648], [-0.1393, 0.6375, -0.4224], [-0.4889, 0.7922, 1.7439], [-1.5118, -0.8141, 0.5019], [-0.5383, -2.6777, -0.9066], [0.8174, -1.1168, -1.2309], [-1.3122, -1.0120, -2.8522], [-1.6616, 1.3269, -2.0758], [-2.2407, 0.7219, -0.5103], [0.7347, 0.4410, -0.9981]], "atomic_forces_ev_per_a": [[2.179, -0.041, 0.287], [-1.905, -1.229, -0.246], [2.798, 0.008, -0.710], [2.311, -0.229, 1.933], [-1.060, 2.230, -3.221], [1.021, 0.410, -0.037], [-2.859, 0.021, -0.880], [-1.101, 0.431, 0.456], [-1.239, 0.158, 0.968], [1.096, 1.692, -0.425], [-2.086, -2.842, -0.612], [0.079, 0.226, 2.985], [0.620, -1.047, 0.487], [-0.338, -0.320, -0.565], [0.482, 0.533, -0.420]], "nbo_charge": [0.029, -0.230, -0.244, -0.225, -0.671, -0.216, -0.248, 0.232, 0.204, 0.222, 0.172, 0.376, 0.208, 0.189, 0.201]}

Record 6
{"formula": "C5H8ClN3", "method": "the ωB97M-V functional and the def2-TZVPD basis", "e_homo_ev": -8.10, "relative_energy_ev": 1.5960, "lumo_ev": 0.71, "orbital_gap_ev": 8.808, "smiles": "CNc1c(Cl)cnn1C", "species": ["C", "N", "C", "C", "Cl", "C", "N", "N", "C", "H", "H", "H", "H", "H", "H", "H", "H"], "positions_angstrom": [[-0.1307, 2.3300, 0.2985], [-0.1221, 1.2440, -0.7027], [0.3471, 0.0392, -0.1908], [1.8141, -0.4331, -0.1086], [3.1853, 0.6476, 0.0738], [1.6966, -1.7537, 0.3165], [0.4505, -2.1383, 0.3654], [-0.3648, -1.0904, 0.0253], [-1.7855, -1.3494, -0.1816], [-0.5979, 1.9609, 1.1888], [0.9407, 2.7246, 0.5529], [-0.6417, 3.2248, -0.1380], [-0.8885, 1.1952, -1.3296], [2.5692, -2.3886, 0.5605], [-2.0965, -0.9848, -1.2071], [-2.0151, -2.3772, 0.0267], [-2.3608, -0.8507, 0.4501]], "atomic_forces_ev_per_a": [[1.479, 1.426, -1.059], [1.161, 0.161, 1.352], [3.763, -1.536, -1.297], [-3.741, 2.131, 0.883], [-0.655, -0.622, -0.407], [1.378, 0.855, -0.084], [-1.674, -1.021, -0.225], [1.492, -0.322, 0.408], [2.033, -0.719, -3.437], [-0.366, 0.289, 0.730], [-1.793, -1.089, -0.519], [0.142, -0.859, 0.508], [-0.704, -0.001, -0.245], [-1.031, 0.159, -0.085], [0.406, -0.921, 0.899], [0.369, -0.596, -0.503], [-2.258, 2.666, 3.082]], "nbo_charge": [-0.409, -0.645, 0.318, -0.182, -0.005, -0.061, -0.295, -0.170, -0.396, 0.183, 0.211, 0.207, 0.383, 0.221, 0.197, 0.243, 0.199]}